Record 1
70
Properties=species:S:1:pos:R:3:nbo_charge:R:1 method="wB97M-V/def2-TZVPD" smiles="CC1(C)[C@H]2CC=C(CN3CCC(N4CCC(C(=O)N5CCCC5)CC4)CC3)[C@@H]1C2" relative_energy_ev=0.245 max_force_ev_per_a=0.5 e_tot_ha=-1216.7006
H 2.5350 0.4470 1.7713 0.220
C 6.8559 -0.9556 0.6439 -0.212
H -3.3638 2.4599 1.9629 0.198
H 3.4020 2.6723 1.0208 0.229
H 5.8414 -3.3621 -0.2267 0.203
H -5.0586 -2.4260 2.6991 0.207
H 4.1393 -1.8148 -0.8619 0.202
C -0.4428 2.4407 0.1256 -0.030
H -2.2960 3.8848 -1.2672 0.185
H -6.0499 -3.0999 -0.1769 0.209
C -4.3390 -2.1281 0.6878 0.008
C 2.4686 0.1311 0.7296 -0.382
H -2.5053 3.8378 1.2583 0.185
C 1.8978 2.6418 -0.5199 -0.213
C -2.6896 2.7597 1.1578 -0.209
H -6.4443 -1.7165 0.8451 0.209
C 6.1782 -2.5999 -0.9302 -0.406
H 6.3300 -3.0643 -1.9024 0.217
C -3.1647 -2.5702 -0.2195 -0.226
C 3.3036 2.3381 -0.0117 -0.384
H 8.1432 -2.6127 0.0406 0.219
H -0.5534 2.3487 -2.0461 0.207
H -3.4156 -3.0118 2.4587 0.206
C -3.5526 -0.7916 0.8352 -0.284
H -1.4961 -1.1035 -0.0181 0.201
C -3.8134 0.0585 -0.3764 0.023
C 5.1638 -1.4572 -0.9876 -0.211
H -5.8094 -1.4564 -0.7749 0.220
H 2.5879 -0.9539 0.6887 0.200
H 7.4581 -0.0593 0.8029 0.225
C -3.3162 -2.0045 -1.6297 -0.432
O 5.3991 1.1789 1.4651 -0.637
H 4.0381 2.8740 -0.6158 0.208
H 1.7113 3.7160 -0.4494 0.203
C -3.6750 -0.5468 -1.5533 -0.205
C -1.3469 2.0274 1.2890 -0.423
H -3.0407 2.5398 -2.1481 0.200
C -4.3130 1.4770 -0.2248 -0.239
C -2.4998 2.8058 -1.2377 -0.209
C -5.7438 -2.0929 0.1016 -0.628
H -1.3327 0.9884 -1.2188 0.207
H 6.7195 -1.4488 1.6132 0.191
H 1.8310 2.3531 -1.5867 0.152
H -4.9567 1.5216 0.6598 0.199
N 5.5586 -0.5817 0.0988 -0.440
N 0.9157 1.9483 0.2891 -0.454
H -1.5202 0.9530 1.2735 0.196
H 1.0176 0.1672 -0.8670 0.157
H -0.8720 2.2882 2.2352 0.218
H 7.9254 -1.3563 -1.1885 0.202
H -1.8249 -2.0324 1.4575 0.210
H -4.9326 1.7124 -1.0985 0.198
H -3.8501 -0.0325 -2.4881 0.202
H -3.6458 -0.2507 1.7761 0.210
H 3.5481 0.4993 -1.1059 0.203
C -2.2693 -1.6012 0.5643 -0.388
C 4.9214 0.5131 0.5643 0.703
H -4.0919 -2.5420 -2.1833 0.213
H -4.7746 -3.9192 1.8043 0.209
H 5.2347 -0.9301 -1.9483 0.186
C 7.4313 -1.9135 -0.3917 -0.410
H -0.3580 3.5359 0.1547 0.189
C 3.5727 0.8354 -0.0648 -0.317
H -2.3803 -2.1348 -2.1839 0.214
H 0.3286 0.0182 0.7713 0.209
N -3.3624 2.5637 -0.1052 -0.448
H -2.9044 -3.6299 -0.2287 0.206
C -4.3917 -2.9176 1.9930 -0.604
C 1.0969 0.5173 0.1807 -0.223
C -1.1573 2.0644 -1.1821 -0.446


Record 2
74
Properties=species:S:1:pos:R:3:lowdin_spin:R:1 method="wB97M-V/def2-TZVPD" relative_energy_ev=1.006 charge=+3 max_force_ev_per_a=1.1 e_tot_ha=-1879.6464 multiplicity=2
C -0.1048 -2.9246 -0.0671 0.000
H -3.4783 5.8508 -3.4130 0.001
C -1.2775 0.9163 -2.9127 0.002
C -1.4054 5.3756 -2.9345 0.199
C 0.2366 -1.3702 1.7093 0.000
H 5.7309 0.1042 -3.9930 0.000
C 1.3147 -2.9784 -0.3306 0.000
C 2.6719 -0.3746 -2.5339 0.000
H 0.7514 7.4832 -1.3628 -0.001
H 3.2058 -2.0810 0.1652 0.000
H -2.2685 0.0233 -6.0115 0.000
H -0.8558 -2.3434 -2.7416 0.000
C -2.4928 7.4630 -2.4480 0.055
H -2.7555 2.1565 -5.6051 0.000
C -1.7596 1.0860 -4.2019 0.000
H -0.4828 3.6322 -3.3929 0.002
C -2.3151 3.6103 -4.3807 0.015
C 4.7900 -0.3782 -3.7617 0.000
H -4.0058 0.0508 0.8197 0.000
C 4.1832 1.5088 -2.2821 0.000
H 5.1211 -2.0350 -5.0510 0.000
H 3.3710 3.1218 -1.1138 0.000
H -2.3214 -1.9449 2.3290 0.000
O 0.8076 3.3631 -0.6338 0.000
H -1.6943 -2.1935 -5.0801 0.000
H 2.7750 -3.8104 -1.6784 0.000
C 2.3407 -1.5905 -3.1670 0.000
C 2.0499 1.4371 -1.2385 0.000
H 2.9437 -3.0929 -4.5439 0.000
C 2.4427 -0.2405 2.0257 0.000
H -1.8031 -3.6209 2.2627 0.000
H 1.9433 -4.9589 -0.6352 0.000
H 0.6584 5.2110 -2.2698 0.001
N 1.7943 0.2050 -1.6574 0.000
H -3.3648 8.1031 -2.4794 -0.001
H -0.7380 -3.6382 -0.5842 0.000
H 2.8251 -0.7119 2.9366 0.000
C -1.9319 -2.7135 1.6666 0.000
C 1.8134 -4.0540 -1.2374 0.000
C 2.1414 -2.1165 0.3591 0.000
C -2.5651 6.2075 -2.9679 0.078
C -0.2079 5.8560 -2.3223 0.076
N -0.9558 -0.3070 -2.4323 0.000
N -1.3698 4.1146 -3.4606 0.153
C -1.9889 -0.2550 0.1327 0.000
C 3.2063 -2.1633 -4.0552 0.000
C -0.5960 -2.3465 1.1052 0.000
H 1.8735 0.6366 2.3302 0.000
C -1.8932 -0.0633 -4.9988 0.001
C 3.9026 0.2530 -2.8553 0.000
H -2.0618 9.9565 -1.6391 0.001
C -1.2971 7.9675 -1.8708 0.244
N -2.1875 2.2811 -4.7757 0.006
H 1.3892 -2.0503 -2.9516 0.000
H -0.2852 9.8159 -1.5633 0.011
H -1.1808 1.7346 -2.2109 0.001
H 1.0967 -4.3031 -2.0204 0.000
N -3.0727 -0.1408 0.4971 0.000
C -1.5774 -1.2972 -4.4875 0.000
Ir -0.2131 -0.4720 -0.5187 0.000
C -1.1109 -1.3934 -3.1864 0.001
H 5.1290 1.9909 -2.4972 0.000
H 3.3013 0.0577 1.4269 0.000
C -1.2322 9.3344 -1.3135 0.052
C 0.9199 2.1681 -0.5660 0.000
C 1.5849 -1.2351 1.3140 0.000
H -0.1183 -0.7917 2.5541 0.000
H -1.2660 9.2690 -0.2179 0.024
O 0.0592 1.4016 0.0858 0.000
O -3.1514 4.2990 -4.8863 0.026
C 4.4503 -1.5605 -4.3483 0.000
C -0.1595 7.1124 -1.8141 0.055
H -2.6579 -2.9414 0.8879 0.000
C 3.2348 2.1277 -1.5139 0.000


Record 3
19
Properties=species:S:1:pos:R:3:nbo_charge:R:1 method="wB97M-V/def2-TZVPD" smiles="C=[SiH]OC.C=[SiH]C" relative_energy_ev=5.688 max_force_ev_per_a=6.6 e_tot_ha=-813.6784
H 1.8579 1.0461 -2.3759 0.214
Si 1.5236 1.6488 0.0794 1.551
H -1.0729 -1.1174 1.2806 0.211
H 2.9407 0.0596 2.4837 0.182
H 1.6749 -0.6371 1.5273 0.182
H -0.2965 -2.5009 0.7245 0.214
O 1.6941 1.3674 1.6412 -0.895
C 1.9233 0.1323 2.2600 -0.233
H 1.3346 -0.0112 3.1370 0.188
Si -1.4561 -1.1270 -1.1850 1.233
C 1.7439 0.6938 -1.4430 -1.223
H -3.1812 0.4043 -2.2390 0.239
H -1.0063 -1.5518 -2.5280 -0.167
H -3.8676 -0.4475 -0.9026 0.244
C -0.9076 -1.7094 0.4262 -1.142
H 1.2379 3.2373 0.1329 -0.185
H 1.7434 -0.3963 -1.2778 0.230
C -2.9975 0.0283 -1.2169 -1.092
H -2.8887 0.8806 -0.5246 0.249